Version P
DFT (the ωB97M-V functional and the def2-TZVPD basis) results for a cluster of 2 separate species, C3H10NOS in total.

Cartesian coordinates (Å):
C (0.7560, -0.5892, 0.2733)
C (0.8694, 0.3300, -0.9826)
S (-0.8368, 0.0627, -1.8033)
C (1.7476, -0.4022, 1.4228)
N (0.9473, -1.0208, 2.5211)
H (0.8510, -1.7020, -0.1797)
H (-0.2732, -0.7689, 0.3951)
H (1.7545, 0.0683, -1.6122)
H (0.6538, 1.3816, -0.6838)
H (1.7549, 0.6443, 1.6284)
H (2.6454, -0.9948, 1.2844)
H (0.1801, -0.5538, 2.7867)
H (0.7390, -2.0818, 2.2815)
H (-4.1482, 1.5506, -1.7583)
H (-3.3534, 2.0468, -2.9745)
O (-4.2874, 2.0292, -2.5990)

As for the net charge: -1. As for the HOMO-LUMO gap: 6.5 eV.

Version Q
DFT (the ωB97M-V functional and the def2-TZVPD basis) results for a cluster of 2 separate species, C3H10NOS in total.

Cartesian coordinates (Å):
C (1.8426, 0.0616, -0.4985)
S (1.5409, -1.7835, -0.8166)
C (-0.2078, -1.5013, -0.9753)
H (1.1950, 0.4369, 0.2801)
H (1.7863, 0.7549, -1.3201)
H (2.8677, -0.0845, -0.2195)
H (-0.5788, -1.6216, 0.0729)
H (-0.4207, -0.5336, -1.5067)
H (-0.4955, -2.2672, -1.6715)
N (-2.3928, 2.5205, 1.1435)
C (-1.0940, 1.7522, 1.0745)
O (-1.1163, 0.4170, 0.8586)
H (-3.1305, 1.9687, 0.8678)
H (-2.6795, 2.8153, 2.0347)
H (-0.5424, 2.2001, 0.2130)
H (-0.2215, 2.0123, 1.8383)

As for the net charge: -1. As for the HOMO-LUMO gap: 5.8 eV.

Short version: version Q is the least stable of them.